C25H52N4O7S2 | wB97M-V/def2-TZVPD

Geometry as ORCA input:
```
! wB97M-V def2-TZVPD RIJCOSX def2/J DEFGRID3
* xyz -1 2
O -3.629 0.812 -2.728
H 3.274 -0.165 -3.022
H 5.106 -1.687 4.584
H 4.279 1.165 5.557
C 3.259 -2.609 2.042
H -6.659 -2.479 2.365
O 1.658 0.569 -4.236
C 0.158 -4.563 0.852
H 1.645 0.911 -5.133
H 0.381 -4.332 -0.189
H 2.349 -0.235 6.987
H 3.634 1.326 -4.027
H -1.191 3.720 -4.006
H -2.846 1.805 -4.220
H 2.186 4.768 -0.483
H -0.281 -4.569 -4.241
H 2.717 -1.287 3.676
H 0.476 4.065 -3.515
H -2.639 -2.051 1.471
C -2.641 1.887 1.581
H 0.221 2.273 -3.260
N 2.907 1.018 3.971
C 3.055 0.408 -3.923
H -4.053 -1.090 1.555
H 0.312 1.583 -0.352
H 0.424 -0.672 5.315
O -0.354 -3.600 1.726
S -4.660 -3.493 1.207
H 2.773 2.663 -1.814
C -1.297 -0.828 -1.262
C -3.037 2.504 0.403
C 1.054 0.789 -0.439
C 3.310 0.779 5.276
H -2.206 -0.551 -0.727
C 1.281 -0.054 5.088
H -1.462 -1.791 -1.746
H 1.513 0.880 -1.423
C 5.326 -3.065 2.857
H 3.338 -0.330 -4.673
C -1.797 -4.499 -2.960
C 4.857 5.128 -2.216
H 4.024 6.488 -0.620
H -0.904 4.580 -2.397
H 3.440 1.422 3.214
C 2.261 0.095 5.963
C 4.683 -2.158 3.709
C 4.447 -3.267 1.746
C -3.851 1.498 2.288
H 5.023 3.167 -3.142
C -3.774 1.800 -3.648
H -1.177 -0.110 -2.074
H -0.286 -2.670 1.499
H 1.070 -4.917 1.333
H -1.481 -3.471 -2.782
O -0.121 -1.012 1.167
H 6.332 -3.455 2.898
O -0.309 2.625 -2.542
H 5.684 5.673 -2.647
C 4.521 3.804 -2.430
H -3.235 1.146 -1.919
H -4.127 2.756 -3.263
C 1.582 0.571 3.884
C -0.536 3.884 -3.151
H 2.356 -2.488 1.463
H -4.517 1.443 -4.361
H -1.602 1.658 1.764
H 1.010 0.572 2.968
H -4.081 0.991 3.213
H -3.666 -2.251 2.909
S 0.286 -0.944 -0.304
C -4.420 2.400 0.364
N -4.936 1.807 1.493
H -5.092 2.682 -0.433
H -2.382 2.896 -0.361
C 3.347 3.578 -1.790
H -2.185 -4.941 -2.042
C 4.027 5.561 -1.174
H -2.567 -4.361 -3.718
C -6.270 -2.556 1.350
H -0.515 -5.413 0.732
H 1.892 0.710 0.253
H 4.691 -3.941 0.938
H -6.170 -1.523 1.015
C -3.666 -2.070 1.834
N 3.393 -1.913 3.262
O -4.307 -3.602 -0.299
O -0.686 -5.118 -3.566
H -5.882 1.588 1.772
N 3.024 4.622 -1.027
H -7.094 -2.938 0.746
*
```

* gap between HOMO and LUMO (spin up / spin down): 1.6318 / 7.8849 eV
* LUMO (spin up / spin down): 1.965 / 1.916 eV
* highest occupied orbital energy (spin up / spin down): 0.3 / -6.0 eV
* calculated total energy: -68723.5126 eV